# C29H58O14

A cluster of 8 separate species, C29H58O14 in total (ωB97M-V with the def2-TZVPD basis set, OMol25).

SMILES = COC(=O)OC.COC(=O)OC.COC(=O)OC.C1CCOC1.C1CCOC1.C1CCOC1.C1CCOC1.C1CCOC1
DFT total energy = -2193.03286 Ha
energy above the lowest of the compared OMol25 structures with the same formula, charge and spin = 0.000 eV
orbital gap = 9.86 eV

The geometry in ORCA input format:
```
! RIJCOSX wB97M-V def2-TZVPD def2/J DEFGRID3
* xyz 0 1
C -4.190 8.975 -1.114
H -3.692 -0.281 1.067
H -1.270 -6.117 2.386
H -0.891 -3.700 -2.879
C 1.317 -5.423 3.056
C -1.007 -5.236 2.981
H 0.009 -6.494 4.475
H 1.426 -4.429 1.117
C -2.844 7.079 -0.703
H -1.387 -1.372 -2.337
H 0.456 -0.186 7.384
H 0.214 1.003 -1.882
H 1.636 -0.107 6.088
C 0.121 -5.534 3.981
H 1.206 -2.500 -4.539
C -4.054 0.930 -3.503
C 1.422 -2.274 -3.495
C 0.209 -0.537 2.163
O -3.574 1.495 -2.293
H 1.379 -4.386 -2.995
H -5.030 0.471 -3.328
H 5.229 1.272 -1.775
H 0.588 -1.004 3.070
O 1.047 -3.044 7.388
O 0.292 0.879 2.329
H 3.287 -1.240 7.478
C 1.215 -0.765 6.848
H 4.109 0.116 -2.427
H 3.645 -0.918 1.266
H -2.146 1.476 -7.369
H -4.262 9.312 -0.082
H 2.528 -3.083 8.793
H -1.626 2.214 -4.972
H 0.856 -0.850 1.346
H 1.038 -2.170 9.283
H -2.713 0.972 1.804
H -4.188 9.801 -1.817
C -0.039 2.293 -7.318
O -3.031 8.209 -1.357
O -1.649 6.614 -1.054
C 4.659 0.382 -1.513
H 0.445 2.637 -1.101
H -1.517 0.427 -4.993
H -5.088 8.388 -1.327
C 0.635 -2.098 6.404
H 2.806 1.012 -0.620
H 0.105 -4.719 4.705
O -3.595 6.560 0.074
H 0.628 1.781 -4.199
H -0.455 -2.098 6.385
C -1.217 5.396 -0.467
H -0.508 -3.671 -1.179
O 0.128 0.955 0.140
H -0.481 3.269 -7.547
C 0.338 1.403 -5.178
C 2.283 -1.113 7.879
O -0.468 -4.266 2.053
O 0.238 2.842 1.328
H 4.221 1.093 0.449
C -4.042 0.965 -1.154
O 5.572 -0.627 -1.096
C 0.966 -4.286 2.092
H -4.438 1.225 1.532
H -0.140 -1.282 -1.097
H 2.243 -5.172 3.579
H -0.832 -0.837 2.049
O -3.230 1.290 -0.181
C -1.160 1.301 -6.940
H -3.443 0.071 -3.783
O 0.499 -1.221 -3.108
H -1.373 5.475 0.611
C 3.730 0.507 -0.329
H 4.618 -2.426 -0.994
C -0.368 -1.694 -2.087
O 0.778 2.395 -6.144
H 0.593 2.030 -8.167
H -4.122 1.661 -4.299
H -0.829 0.306 -7.248
C -0.273 -3.194 -2.136
H 0.860 0.461 -5.355
H 2.656 -1.427 -0.093
H 2.417 -1.843 -3.365
H 1.153 -2.387 5.482
C 3.576 -0.909 0.176
C 1.735 -2.411 8.477
H -0.141 5.252 -0.554
H -1.711 4.555 -0.950
O -5.056 0.325 -1.066
H 1.886 -3.384 -1.683
C -1.139 1.355 -5.430
C 0.205 1.653 1.265
H -1.896 -4.726 3.348
H -1.114 1.974 -1.143
H 1.268 -3.370 2.610
C -3.529 0.799 1.108
H 1.523 -6.308 2.449
C -0.065 1.673 -1.076
C 4.890 -1.602 -0.324
H 5.477 -2.004 0.497
H 2.277 -0.380 8.688
C 1.182 -3.424 -2.518
*
```

Results of the Mulliken charge analysis, in e, for atoms 1 through 2: -0.644, 0.334


# C29H58O25S2

A cluster of 9 separate species, C29H58O25S2 in total (ωB97M-V with the def2-TZVPD basis set, OMol25).

SMILES = O=S1(=O)CCCC1.O=S1(=O)CCCC1.COC(=O)OC.COC(=O)OC.COC(=O)OC.COC(=O)OC.COC(=O)OC.COC(=O)OC.COC(=O)OC
DFT total energy = -3817.10659 Ha
energy above the lowest of the compared OMol25 structures with the same formula, charge and spin = 0.000 eV
orbital gap = 10.55 eV

The geometry in ORCA input format:
```
! RIJCOSX wB97M-V def2-TZVPD def2/J DEFGRID3
* xyz 0 1
H -6.690 -9.231 19.210
O -9.722 -5.688 16.951
O -9.850 -5.630 22.389
C -8.847 -2.540 12.297
S -4.556 -9.703 20.188
H -3.727 -8.603 22.134
C -8.607 -11.094 21.651
H -8.135 -10.796 20.700
H -11.835 -5.985 23.003
H -13.772 -2.096 13.037
O -8.920 -10.298 18.100
H -6.069 -7.530 21.614
H -15.009 -7.079 17.808
H -13.056 -1.731 14.650
H -11.840 -8.809 13.693
C -5.216 -7.298 21.018
H -15.267 -8.676 20.414
H -7.558 -1.174 18.001
H -10.457 -4.634 15.200
H -6.570 -6.900 19.242
H -11.893 -11.622 17.543
H -7.809 -3.682 21.687
C -10.846 -6.343 23.191
H -12.318 -9.609 19.314
O -7.119 -3.153 18.079
H -7.647 -6.221 15.592
C -13.421 -7.880 19.962
H -11.713 -5.178 16.378
H -8.909 -2.216 18.582
H -10.463 -3.853 16.812
O -9.377 -7.153 18.536
O -8.669 -10.296 15.857
C -8.697 -6.300 22.422
H -13.392 -10.825 20.474
H -9.129 -1.878 11.495
H -13.801 -3.311 14.473
H -8.806 -10.195 22.270
O -8.047 -2.887 16.043
C -7.943 -4.554 21.009
C -10.665 -4.744 16.280
H -9.867 -6.335 9.883
C -9.230 -10.743 16.977
H -7.449 -1.778 19.601
H -16.276 -8.320 18.163
H -12.232 -8.120 18.379
C -4.053 -8.261 21.120
C -7.779 -9.171 16.030
H -8.200 -1.947 12.896
O -9.821 -11.905 21.468
C -11.382 -8.057 14.334
H -13.091 -6.858 19.881
H -8.017 -8.564 16.905
C -7.046 -5.381 15.279
H -7.644 -4.802 14.545
H -13.946 -12.451 21.009
C -13.260 -11.647 21.209
H -15.388 -6.920 20.253
O -11.275 -1.309 12.562
O -8.495 -7.260 23.145
H -10.542 -6.263 24.266
O -13.548 -8.946 16.484
C -5.671 -8.816 19.162
C -10.940 -12.089 17.889
C -5.591 -7.348 19.555
H -8.921 -4.617 20.596
C -7.838 -2.014 18.602
O -10.333 -7.386 13.520
H -3.227 -7.909 20.520
C -15.262 -8.020 18.309
O -9.639 -6.006 11.913
O -14.544 -10.668 18.089
H -4.709 -6.937 19.002
C -12.909 -8.761 18.901
O -7.759 -5.778 21.678
O -5.159 -10.715 21.005
S -14.078 -9.286 17.768
C -9.896 -5.508 10.605
H -10.541 -11.719 18.849
O -12.002 -3.184 13.622
O -11.856 -6.496 12.171
H -8.866 -7.955 20.374
O -11.944 -12.158 21.073
H -8.291 -3.434 11.868
H -13.388 -11.240 22.185
C -10.728 -6.656 12.476
C -10.225 -6.206 18.112
H -10.611 -7.543 20.218
C -14.997 -7.842 19.864
O -11.244 -10.096 21.610
H -9.158 -4.753 10.379
H -10.830 -8.477 15.197
O -11.204 -5.792 18.707
C -13.258 -2.524 13.922
H -9.874 -8.893 19.222
H -10.953 -7.428 23.030
H -10.861 -4.961 10.665
H -6.727 -9.375 16.138
H -4.943 -6.291 21.225
H -6.118 -5.749 14.853
C -11.118 -2.419 12.965
O -3.449 -10.033 19.351
H -7.881 -8.558 15.110
H -7.996 -11.747 22.226
H -11.095 -13.204 17.874
O -10.022 -11.756 16.715
H -12.055 -7.243 14.646
C -9.759 -7.914 19.720
H -5.358 -9.037 18.181
C -7.388 -3.534 16.797
O -6.731 -4.661 16.518
C -10.956 -11.268 21.414
H -13.142 -8.084 21.002
O -10.017 -3.117 12.941
H -7.268 -4.536 20.167
*
```

Results of the Mulliken charge analysis, in e, for atoms 1 through 2: -0.394, 0.539


# C29H59IN3O8

A cluster of 3 separate species, C29H59IN3O8 in total (ωB97M-V with the def2-TZVPD basis set, OMol25).

DFT total energy = -2204.10512 Ha
orbital gap (spin up / spin down) = 8.83 / 8.80 eV

The geometry in ORCA input format:
```
! RIJCOSX wB97M-V def2-TZVPD def2/J DEFGRID3
* xyz 0 2
C -6.364 -6.442 4.559
H -3.861 -5.991 4.196
H 2.368 2.364 -1.254
C -5.682 -5.112 4.327
I -1.668 2.798 -5.158
H -6.180 -6.792 5.580
H 5.966 2.310 -5.304
H 1.498 0.465 2.580
C 3.370 1.561 1.063
N 5.979 3.269 -3.387
H -2.684 0.624 -1.548
C -2.006 -0.501 0.196
H 3.287 -1.117 1.084
H 3.296 -1.955 2.636
H -3.372 -6.445 2.198
O -5.932 -7.418 3.621
H -5.649 -8.920 5.027
C -0.882 1.624 -0.877
N -1.883 0.331 1.433
C -3.411 -1.145 0.154
H 1.064 3.390 -0.711
H -5.043 -9.216 3.385
C -5.155 -8.463 4.163
C 2.259 2.573 0.867
H -4.148 -0.583 0.727
C -1.053 2.480 -2.155
H 5.568 4.154 -3.655
C 4.954 2.425 -2.782
H -2.470 -4.150 4.642
H 8.146 3.191 -5.978
H -6.152 -4.365 4.975
H 2.759 3.549 0.930
O -2.220 -0.280 2.503
H -0.477 2.927 0.788
C 6.655 2.692 -4.537
H -0.954 1.894 3.178
C -3.701 1.962 1.130
C -0.970 -1.634 0.298
H 4.582 2.943 -1.898
C -3.494 -3.995 4.291
C 1.577 2.444 -0.505
H -0.939 -2.016 1.323
O 6.824 4.736 -5.832
H -1.264 -2.464 -0.351
C 3.753 2.035 -3.628
H -4.158 -8.130 4.474
H -3.895 -3.145 4.854
O 4.180 1.306 0.220
O 2.892 3.120 -3.926
H 2.344 4.324 -5.463
H 0.026 -1.294 0.017
H -3.741 -1.238 -0.888
N -4.266 -5.180 4.647
C -1.852 2.376 2.775
C -3.408 -5.591 1.514
H 0.931 0.578 -1.432
H -4.002 1.547 0.165
O -0.083 0.841 -3.645
H 3.154 1.329 -3.045
C 3.256 3.887 -5.057
H 7.994 6.282 -5.088
H 1.771 -1.730 1.769
H -4.292 1.493 1.924
O 3.483 1.063 2.325
H 6.443 6.055 -4.253
H -3.924 3.036 1.109
H -1.961 3.328 -0.044
H 2.672 -0.027 3.800
C -0.730 1.795 -3.456
H 0.651 0.677 0.302
H 3.720 3.265 -5.828
H -2.889 -2.633 2.780
H 5.430 1.510 -2.416
H 3.944 4.700 -4.806
H 8.263 4.122 -4.474
O -2.688 -4.477 2.001
C -2.200 1.785 1.405
H 6.478 6.725 -5.897
H -2.090 2.828 -2.230
H -4.456 -5.340 1.327
C -1.359 2.483 0.317
C -3.420 -3.587 2.827
C 7.565 3.698 -5.204
H -1.208 -0.294 -1.762
H 4.041 1.519 -4.552
H 7.264 1.847 -4.197
H -2.657 2.228 3.498
C 0.606 1.253 -0.635
H -3.359 -2.153 0.571
H -2.946 -5.893 0.573
H -4.416 -3.419 2.396
H -0.423 3.378 -2.130
H -7.442 -6.312 4.431
C -1.737 0.358 -1.057
C 2.518 0.074 2.723
H -1.651 3.448 2.675
C 6.944 6.004 -5.227
H -5.881 -4.815 3.288
C 2.725 -1.261 2.012
H 1.549 2.518 1.698
*
```

Results of the Mulliken charge analysis, in e, for atoms 1 through 2: -0.794, 0.135


# C29H59NO16

A cluster of 4 separate species, C29H59NO16 in total (ωB97M-V with the def2-TZVPD basis set, OMol25).

SMILES = C=CC(=O)OCCCCCCOC(=O)OCON=O.COCCOCCOC.COCCOCCOC.COCCOCCOC
DFT total energy = -2398.59906 Ha
energy above the lowest of the compared OMol25 structures with the same formula, charge and spin = 10.312 eV
orbital gap = 9.06 eV

The geometry in ORCA input format:
```
! RIJCOSX wB97M-V def2-TZVPD def2/J DEFGRID3
* xyz 0 1
H 0.778 4.784 -1.558
N -5.266 6.220 0.452
C 0.633 2.450 0.402
H 1.657 5.663 3.872
O -3.437 3.837 2.351
C 0.223 -2.367 -2.332
H 3.073 -6.113 4.864
O -3.816 -0.567 -8.492
H -2.311 -1.881 -1.814
H -2.148 -2.792 -3.353
H 2.302 -0.177 7.901
C -2.069 -2.852 -2.262
H 1.765 -3.671 -1.541
H -3.795 1.049 -7.239
H 1.254 -2.652 6.439
H 1.107 1.858 -0.386
H 2.941 -3.427 4.139
O -0.899 6.088 1.678
C 0.867 6.346 -0.087
C -3.525 -0.016 -7.217
H -1.213 2.540 -0.673
H 4.484 -4.005 4.839
O 1.211 -4.978 0.371
H -0.099 -1.331 -2.171
O -6.397 5.968 0.543
H -1.174 1.317 0.566
H 2.544 -3.728 1.347
C 0.450 4.900 -0.517
H 1.784 -6.124 6.088
C -0.389 -2.382 -8.295
O -1.549 6.421 3.752
C 0.638 -1.057 -9.935
C 2.283 -5.517 5.334
C -3.902 5.092 1.940
H -0.204 -3.357 -8.766
H 1.363 4.323 1.369
H 1.956 6.286 0.074
O -4.457 5.067 0.618
O -1.508 3.296 1.241
H -1.429 0.146 -7.750
C 0.819 -2.623 0.704
C -2.049 -0.154 -6.904
H 0.956 2.004 1.358
H 1.131 -1.928 -10.382
H 3.133 -5.742 0.395
O 1.579 -1.992 -0.320
H 4.104 -2.251 6.710
O -0.775 -3.265 -1.877
H 2.224 3.809 -0.056
H 0.477 -2.108 -7.680
O -1.691 -1.449 -6.434
O 2.825 -4.383 5.974
C -0.901 5.809 3.014
H -0.208 -2.801 0.382
H -4.112 -0.523 -6.442
C 2.101 -6.049 0.597
H -0.638 4.837 -0.441
O 2.629 -2.108 8.576
C 1.463 -3.885 1.239
C 1.213 3.892 0.376
H 2.474 -1.228 10.445
H -1.562 -3.408 -6.855
H 3.825 -2.355 10.198
H -3.153 5.897 2.001
H -2.536 -2.513 -8.014
O -0.579 -1.426 -9.326
H 0.051 7.902 1.157
H 0.696 -1.016 6.111
H 0.782 -1.897 1.521
H 4.527 -1.672 5.104
H 1.417 4.043 4.856
C 0.254 6.827 1.258
H 1.543 -5.215 4.584
H -0.572 3.667 3.560
C 3.747 -2.172 5.682
H 0.369 -2.536 -3.408
C 1.067 4.794 4.156
C -2.813 3.132 1.353
H 2.015 -6.417 1.626
C -1.622 -2.474 -7.419
H -5.343 -1.229 -9.655
C -5.193 -0.829 -8.654
H 0.862 -1.086 8.456
C -0.117 4.653 3.616
H 1.307 -0.584 -9.207
H 1.837 -6.854 -0.087
C 1.540 -1.600 6.485
O -3.427 2.407 0.695
H 0.416 -0.336 -10.721
H 1.012 6.733 2.049
C 3.516 -3.537 5.067
H -5.779 0.092 -8.551
H -1.819 0.523 -6.077
H -4.711 5.362 2.633
O 2.613 -1.316 5.593
C 3.233 -1.569 9.732
H 2.327 -2.132 -2.178
H 0.734 7.060 -0.907
H -5.534 -1.572 -7.925
H 1.032 -4.129 2.220
C 1.812 -1.158 7.909
H -2.782 -3.589 -1.895
H 3.898 -0.739 9.468
C -0.893 2.357 0.363
C 1.529 -2.608 -1.603
*
```

Results of the Mulliken charge analysis, in e, for atoms 1 through 2: 0.444, 0.151